Record 1
{
  "formula": "C4H5LiO3Tl",
  "method": "ωB97M-V with the def2-TZVPD basis set",
  "symbols": ["O", "Li", "O", "C", "C", "H", "H", "H", "O", "C", "C", "Tl", "H", "H"],
  "positions_angstrom": [[-2.197, -0.115, -0.872], [-0.596, -1.672, -1.126], [-2.239, -1.448, -0.321], [-1.659, 0.817, -0.044], [-0.403, 1.343, -0.263], [0.266, 2.158, -0.558], [-2.507, 1.092, 0.598], [-1.147, 1.963, -1.091], [2.701, 0.408, 0.649], [2.151, -0.457, -0.108], [0.922, -1.019, 0.257], [1.307, 1.304, 2.078], [0.927, -1.652, 1.161], [2.366, -0.467, -1.199]],
  "energy_ev": -15258.4602,
  "multiplicity": 2,
  "homo_lumo_gap_ha": [0.254, 0.218]
}

---

Record 2
{
  "formula": "C34H39InN5O6PS",
  "method": "ωB97M-V with the def2-TZVPD basis set",
  "symbols": ["In", "O", "C", "O", "C", "O", "C", "C", "O", "O", "H", "H", "H", "H", "H", "S", "C", "C", "C", "C", "C", "C", "C", "C", "C", "N", "H", "H", "H", "H", "H", "H", "O", "P", "N", "C", "C", "C", "C", "N", "C", "C", "C", "C", "N", "C", "C", "C", "C", "H", "H", "H", "H", "H", "H", "H", "H", "H", "H", "H", "H", "H", "H", "H", "H", "H", "H", "H", "H", "H", "H", "H", "H", "N", "C", "C", "C", "C", "C", "C", "C", "C", "C", "H", "H", "H", "H"],
  "positions_angstrom": [[0.704, -1.697, 0.369], [2.811, -0.885, 4.231], [2.284, -0.791, 3.012], [1.266, -1.366, 2.698], [3.118, 0.098, 2.124], [2.396, 0.443, 0.977], [3.172, 0.360, -0.221], [3.568, -1.089, -0.516], [4.515, -1.290, -1.253], [2.851, -1.981, 0.096], [2.267, -1.502, 4.744], [3.404, 0.986, 2.693], [4.030, -0.462, 1.893], [2.521, 0.703, -1.024], [4.061, 0.990, -0.174], [-2.433, -5.022, 1.139], [-3.279, -3.553, 0.924], [-2.428, -2.499, 0.776], [-1.050, -2.865, 0.847], [-0.908, -4.210, 1.025], [0.382, -4.916, 1.107], [0.502, -6.303, 1.105], [1.763, -6.864, 1.171], [2.873, -6.034, 1.240], [2.667, -4.666, 1.234], [1.453, -4.117, 1.174], [-4.359, -3.555, 0.918], [-2.766, -1.484, 0.616], [-0.384, -6.922, 1.043], [1.883, -7.940, 1.159], [3.876, -6.434, 1.284], [3.497, -3.973, 1.261], [-0.404, 0.296, 0.956], [-1.076, 1.607, 1.137], [-2.111, 1.870, -0.117], [-2.809, 3.156, -0.310], [-3.139, 3.195, -1.810], [-2.126, 2.236, -2.441], [-2.017, 1.134, -1.396], [-0.135, 2.959, 1.252], [0.753, 3.095, 2.434], [1.870, 4.018, 1.951], [2.001, 3.661, 0.471], [0.548, 3.472, 0.042], [-1.879, 1.641, 2.582], [-2.482, 2.866, 3.149], [-3.909, 2.459, 3.504], [-3.745, 0.987, 3.887], [-2.760, 0.474, 2.843], [-2.166, 3.991, -0.020], [-3.715, 3.212, 0.299], [-3.086, 4.207, -2.209], [-4.151, 2.820, -1.979], [-1.160, 2.730, -2.572], [-2.449, 1.857, -3.411], [-1.102, 0.552, -1.453], [-2.858, 0.440, -1.494], [1.149, 2.122, 2.737], [0.209, 3.518, 3.279], [2.792, 3.872, 2.513], [1.564, 5.061, 2.060], [2.536, 2.716, 0.366], [2.510, 4.422, -0.119], [0.448, 2.785, -0.801], [0.111, 4.430, -0.251], [-2.430, 3.700, 2.449], [-1.944, 3.159, 4.056], [-4.561, 2.549, 2.631], [-4.322, 3.070, 4.306], [-4.681, 0.429, 3.876], [-3.309, 0.910, 4.886], [-3.295, 0.189, 1.931], [-2.179, -0.385, 3.175], [1.616, -0.569, -9.655], [1.470, -0.674, -8.520], [1.278, -0.801, -7.095], [-0.011, -0.743, -6.566], [-0.201, -0.851, -5.201], [0.890, -1.016, -4.345], [2.179, -1.081, -4.885], [2.372, -0.975, -6.250], [0.711, -1.115, -2.924], [0.610, -1.147, -1.716], [-0.853, -0.617, -7.233], [-1.199, -0.812, -4.783], [3.021, -1.217, -4.216], [3.368, -1.026, -6.669]],
  "energy_ev": -80926.3432,
  "multiplicity": 1,
  "homo_lumo_gap_ha": 0.306
}

---

Record 3
{
  "formula": "C4H7N2O",
  "method": "ωB97M-V with the def2-TZVPD basis set",
  "symbols": ["C", "N", "C", "O", "C", "C", "N", "H", "H", "H", "H", "H", "H", "H"],
  "positions_angstrom": [[-0.999, 1.019, -0.467], [0.028, 1.396, 0.308], [1.261, 0.607, 0.253], [1.461, -0.067, -0.977], [0.991, -0.811, 0.183], [-0.430, -1.257, 0.146], [-1.088, -0.277, -0.670], [-1.736, 1.660, -0.741], [0.003, 2.330, 0.759], [2.193, 1.075, 0.813], [1.785, -1.641, 0.567], [-0.638, -2.245, -0.258], [-0.865, -1.174, 1.130], [-1.965, -0.616, -1.046]],
  "total_charge": 1,
  "smiles": "C1=[NH+][C@@H]2O[C@@H]2CN1",
  "relative_energy_ev": 2.048,
  "energy_ev": -9280.7424,
  "multiplicity": 1,
  "homo_lumo_gap_ha": 0.388
}

---

Record 4
{
  "formula": "C42H45BF3N4O4TcTe",
  "method": "ωB97M-V with the def2-TZVPD basis set",
  "symbols": ["Tc", "F", "C", "C", "C", "C", "O", "C", "C", "N", "C", "C", "C", "C", "C", "C", "N", "C", "C", "N", "C", "C", "C", "O", "O", "H", "H", "H", "H", "H", "H", "H", "H", "H", "H", "H", "H", "H", "H", "H", "H", "H", "H", "C", "C", "C", "C", "C", "C", "Te", "N", "C", "O", "C", "C", "C", "C", "C", "C", "C", "C", "C", "C", "C", "C", "C", "C", "C", "C", "C", "C", "H", "H", "H", "H", "H", "H", "H", "H", "H", "H", "H", "H", "H", "H", "H", "H", "H", "H", "H", "H", "H", "H", "H", "H", "H", "H", "H", "F", "B", "F"],
  "positions_angstrom": [[-0.782, 1.107, -2.973], [-1.139, -1.284, 3.322], [-1.081, 0.012, 2.970], [-1.008, 0.308, 1.644], [-0.922, 1.641, 1.224], [-0.798, 1.964, -0.180], [-0.761, 0.982, -1.001], [-0.703, 3.327, -0.527], [-0.746, 4.263, 0.484], [-0.870, 3.978, 1.780], [-0.876, 5.061, 2.751], [-1.667, 6.293, 2.443], [-2.144, 5.346, 3.502], [-0.933, 2.650, 2.195], [-1.009, 2.324, 3.554], [-1.070, 1.005, 3.977], [-1.150, 0.706, 5.347], [-1.428, -0.649, 5.829], [-1.618, -0.605, 7.347], [-2.192, 0.731, 7.717], [-1.172, 1.827, 7.497], [-0.318, 1.444, 6.288], [-0.560, 3.893, -1.913], [-0.565, 5.073, -2.115], [-0.398, 2.983, -2.867], [-0.987, -0.499, 0.924], [-0.679, 5.310, 0.220], [0.076, 5.172, 3.256], [-2.229, 6.323, 1.520], [-1.233, 7.236, 2.740], [-3.006, 4.739, 3.262], [-2.054, 5.641, 4.538], [-1.055, 3.124, 4.275], [-0.628, -1.362, 5.613], [-2.338, -1.017, 5.359], [-0.686, -0.693, 7.902], [-2.298, -1.384, 7.685], [-2.516, 0.735, 8.684], [-3.006, 0.914, 7.127], [-0.587, 1.913, 8.411], [-1.732, 2.746, 7.340], [0.545, 0.842, 6.595], [0.084, 2.346, 5.840], [2.664, -4.737, 3.414], [2.132, -4.518, 2.027], [2.980, -4.514, 0.929], [2.518, -4.294, -0.368], [3.511, -4.321, -1.496], [1.152, -4.064, -0.559], [0.401, -3.636, -2.488], [-0.879, -0.359, -3.725], [-1.059, -1.069, -4.991], [-0.728, -2.204, -5.105], [-1.669, -0.123, -5.944], [-2.504, -0.581, -6.954], [-3.088, 0.339, -7.813], [-2.821, 1.693, -7.672], [-1.962, 2.153, -6.677], [-1.392, 1.238, -5.815], [1.725, -2.026, -2.920], [1.938, -0.991, -1.990], [1.427, -1.022, -0.573], [2.736, 0.094, -2.351], [3.353, 0.175, -3.592], [4.226, 1.339, -3.961], [3.175, -0.887, -4.469], [2.388, -1.992, -4.156], [2.329, -3.104, -5.167], [0.268, -4.093, 0.529], [-1.217, -3.907, 0.363], [0.773, -4.324, 1.802], [3.603, -5.289, 3.395], [1.956, -5.299, 4.024], [2.858, -3.785, 3.917], [4.038, -4.700, 1.076], [4.426, -4.818, -1.178], [3.774, -3.314, -1.832], [3.112, -4.853, -2.362], [-2.696, -1.641, -7.049], [-3.750, 0.000, -8.597], [-3.275, 2.402, -8.352], [-1.726, 3.205, -6.599], [-0.618, 1.606, -5.116], [0.449, -1.501, -0.511], [1.363, -0.010, -0.171], [2.099, -1.596, 0.068], [2.903, 0.883, -1.623], [4.256, 2.082, -3.165], [3.870, 1.828, -4.869], [5.250, 1.013, -4.152], [3.684, -0.871, -5.427], [3.274, -3.164, -5.706], [1.543, -2.935, -5.904], [2.135, -4.072, -4.706], [-1.649, -4.647, -0.313], [-1.458, -2.933, -0.068], [-1.725, -4.005, 1.322], [0.082, -4.377, 2.638], [-3.348, 2.387, -2.344], [-2.861, 1.293, -2.915], [-3.707, 0.382, -3.348]],
  "total_charge": 2,
  "energy_ev": -76743.7943,
  "multiplicity": 1,
  "homo_lumo_gap_ha": 0.192
}

---

Record 5
{
  "formula": "C53H65ClO9S",
  "method": "ωB97M-V with the def2-TZVPD basis set",
  "symbols": ["C", "C", "C", "C", "C", "C", "C", "C", "C", "C", "C", "C", "C", "C", "C", "C", "C", "Cl", "C", "C", "O", "S", "O", "O", "O", "C", "C", "C", "C", "C", "O", "C", "H", "H", "H", "H", "H", "H", "H", "H", "H", "H", "H", "H", "H", "H", "H", "H", "H", "H", "H", "H", "H", "H", "H", "H", "H", "H", "H", "H", "H", "H", "H", "H", "H", "H", "H", "H", "H", "H", "H", "H", "H", "H", "H", "H", "H", "H", "H", "H", "H", "O", "C", "C", "C", "C", "C", "C", "C", "C", "O", "C", "C", "C", "C", "C", "C", "H", "H", "H", "H", "H", "H", "H", "H", "O", "C", "C", "C", "C", "C", "C", "C", "C", "O", "C", "C", "C", "C", "C", "C", "H", "H", "H", "H", "H", "H", "H", "H"],
  "positions_angstrom": [[-8.737, -7.658, -1.380], [-7.493, -8.673, -0.924], [-6.073, -8.165, -1.571], [-4.789, -8.229, -0.532], [-5.080, -7.452, 0.908], [-4.217, -6.024, 1.020], [-2.784, -6.204, 1.820], [-1.670, -5.079, 1.376], [-1.766, -3.666, 2.242], [-0.762, -2.536, 1.526], [-0.790, -1.079, 2.281], [0.685, -0.393, 2.510], [1.064, 0.798, 1.447], [1.644, 2.182, 2.182], [2.443, 3.022, 1.020], [2.989, 4.500, 1.492], [1.905, 5.506, 0.760], [2.348, 7.313, 0.872], [0.365, 5.365, 1.323], [-0.584, 6.221, 0.244], [2.927, 4.846, 2.951], [4.335, 5.632, 3.513], [4.243, 7.121, 3.986], [5.248, 4.926, 4.545], [5.046, 5.820, 1.961], [4.608, 4.693, 1.123], [4.690, 4.793, -0.512], [5.650, 3.491, 1.518], [7.184, 3.972, 1.834], [7.867, 4.927, 0.691], [8.160, 4.257, -0.589], [7.980, 5.160, -1.738], [-8.791, -7.636, -2.551], [-8.595, -6.558, -1.001], [-9.760, -8.120, -0.982], [-7.698, -9.768, -1.291], [-7.484, -8.730, 0.268], [-6.242, -7.071, -1.995], [-5.818, -8.860, -2.494], [-4.443, -9.348, -0.315], [-3.867, -7.716, -1.074], [-6.218, -7.116, 1.015], [-4.848, -8.191, 1.785], [-4.932, -5.241, 1.563], [-4.094, -5.656, -0.093], [-3.004, -6.154, 2.980], [-2.435, -7.323, 1.605], [-0.590, -5.501, 1.533], [-1.784, -4.830, 0.232], [-1.375, -3.850, 3.338], [-2.891, -3.290, 2.256], [-1.225, -2.372, 0.440], [0.290, -3.048, 1.473], [-1.241, -1.273, 3.366], [-1.538, -0.323, 1.741], [0.701, 0.077, 3.606], [1.480, -1.261, 2.485], [0.137, 0.998, 0.761], [1.965, 0.383, 0.789], [0.716, 2.735, 2.642], [2.330, 1.872, 3.105], [1.677, 3.136, 0.111], [3.293, 2.304, 0.613], [1.847, 5.261, -0.406], [-0.065, 4.276, 1.312], [0.274, 5.923, 2.348], [-0.035, 6.299, -0.810], [-0.708, 7.349, 0.608], [-1.612, 5.694, 0.028], [3.722, 4.369, -1.068], [5.570, 4.063, -0.857], [4.957, 5.872, -0.876], [5.238, 3.015, 2.532], [5.684, 2.595, 0.750], [7.850, 3.016, 1.995], [7.216, 4.563, 2.866], [8.925, 5.265, 1.130], [7.268, 5.950, 0.549], [7.721, 4.493, -2.690], [7.042, 5.888, -1.618], [8.912, 5.816, -2.005], [-17.317, -6.981, -2.650], [-16.164, -7.303, -2.390], [-15.881, -8.574, -1.693], [-16.939, -9.425, -1.347], [-16.676, -10.647, -0.724], [-15.362, -11.021, -0.447], [-14.308, -10.166, -0.775], [-14.569, -8.938, -1.393], [-13.449, -8.032, -1.720], [-12.302, -8.327, -1.408], [-13.730, -6.771, -2.434], [-12.671, -5.921, -2.782], [-12.923, -4.743, -3.486], [-14.229, -4.411, -3.846], [-15.287, -5.249, -3.488], [-15.038, -6.429, -2.776], [-17.967, -9.142, -1.565], [-17.498, -11.309, -0.460], [-15.156, -11.979, 0.027], [-13.285, -10.463, -0.551], [-11.649, -6.176, -2.508], [-12.100, -4.087, -3.758], [-14.425, -3.498, -4.404], [-16.304, -4.981, -3.770], [16.055, 7.263, -0.256], [14.903, 7.626, -0.461], [14.614, 9.029, -0.821], [15.667, 9.944, -0.950], [15.405, 11.261, -1.329], [14.095, 11.668, -1.581], [13.042, 10.763, -1.436], [13.302, 9.442, -1.049], [12.180, 8.496, -0.881], [11.024, 8.874, -1.029], [12.471, 7.090, -0.541], [11.417, 6.176, -0.414], [11.684, 4.837, -0.126], [13.001, 4.407, 0.036], [14.053, 5.320, -0.075], [13.787, 6.666, -0.359], [16.692, 9.632, -0.760], [16.224, 11.969, -1.433], [13.892, 12.691, -1.889], [12.022, 11.089, -1.630], [10.387, 6.503, -0.544], [10.865, 4.127, -0.032], [13.210, 3.362, 0.252], [15.078, 4.977, 0.056]],
  "smiles": "CCCCCCCCCCCCCCC[C@@]1([C@H](Cl)CC)OS(=O)(=O)O[C@@]1(C)CCCOC.O=C1c2ccccc2C(=O)c2ccccc21.O=C1c2ccccc2C(=O)c2ccccc21",
  "energy_ev": -97788.0793,
  "multiplicity": 1,
  "homo_lumo_gap_ha": 0.316
}

---

Record 6
{
  "formula": "C18H29N2O5P2ReS",
  "method": "ωB97M-V with the def2-TZVPD basis set",
  "symbols": ["C", "C", "N", "C", "C", "C", "C", "P", "Re", "P", "C", "O", "O", "H", "H", "H", "C", "C", "H", "H", "H", "H", "C", "C", "H", "H", "H", "H", "H", "H", "H", "H", "H", "H", "H", "H", "H", "H", "H", "H", "H", "H", "O", "C", "N", "S", "O", "O", "C", "C", "C", "C", "C", "C", "H", "H", "H", "H"],
  "positions_angstrom": [[-2.583, 0.017, -4.054], [-2.007, 0.328, -2.818], [-1.037, -0.455, -2.305], [-0.322, -1.232, -3.147], [-0.787, -1.507, -4.435], [-1.971, -0.923, -4.878], [-2.376, 1.615, -2.119], [-1.522, 1.805, -0.478], [-0.349, -0.136, -0.168], [1.336, -1.530, -0.898], [1.007, -1.780, -2.700], [-6.171, -1.775, 0.264], [-1.448, -1.940, 0.526], [-3.472, 0.574, -4.332], [-0.204, -2.184, -5.058], [-2.384, -1.155, -5.856], [-0.829, 3.471, -0.764], [-2.880, 2.261, 0.660], [1.031, -2.862, -2.900], [1.849, -1.307, -3.239], [-3.443, 1.734, -2.027], [-2.061, 2.470, -2.724], [3.091, -1.088, -0.729], [1.420, -3.275, -0.323], [-1.453, 0.392, 1.124], [-1.103, -2.137, 1.428], [-6.385, -0.851, 0.166], [-5.891, -2.013, -0.652], [0.546, 0.999, -0.891], [-1.560, -2.808, 0.040], [-1.650, 4.196, -0.818], [-0.157, 3.714, 0.062], [-0.273, 3.476, -1.706], [-3.401, 3.159, 0.307], [-3.584, 1.426, 0.758], [-2.424, 2.449, 1.641], [2.436, -3.659, -0.474], [1.179, -3.324, 0.748], [0.720, -3.889, -0.903], [3.716, -1.873, -1.181], [3.274, -0.115, -1.197], [3.331, -1.013, 0.341], [0.360, -1.741, 2.617], [0.945, -0.639, 2.531], [0.758, 0.220, 1.450], [1.737, 1.743, 1.533], [2.712, 1.763, 0.467], [0.870, 2.871, 1.763], [2.418, 1.174, 3.040], [3.390, 1.873, 3.742], [3.874, 1.304, 4.924], [3.360, 0.076, 5.380], [2.375, -0.602, 4.663], [1.908, -0.048, 3.465], [3.742, 2.825, 3.348], [4.650, 1.821, 5.485], [3.749, -0.346, 6.309], [1.951, -1.548, 4.994]],
  "total_charge": 1,
  "energy_ev": -63889.3126,
  "multiplicity": 4,
  "homo_lumo_gap_ha": [0.179, 0.267]
}